The following is a quantum chemistry calculation of a 9-piece molecular cluster, C53H42ClNO17P overall, from OMol25.

```
115
Properties=species:S:1:pos:R:3:forces:R:3:mulliken_charge:R:1
C 0.055280 -2.742757 1.122318 0.9 -0.6 0.7 -0.96
P 1.779562 -2.201541 0.803927 -0.3 1.6 -0.6 0.25
O 2.358132 -3.286268 -0.278730 0.0 -0.3 0.5 -0.35
C 2.551218 -2.636124 2.428822 -0.2 -1.2 -0.6 1.55
C 2.313602 -3.989793 3.039297 0.0 1.3 -0.5 -0.64
N 3.193950 -4.188787 3.933865 -0.6 -1.0 0.5 -0.02
C 4.170536 -3.071916 4.032749 0.5 -1.3 -1.0 1.08
Cl 5.715946 -3.824678 4.425771 0.1 0.4 0.3 -0.17
C 4.071468 -2.567198 2.596429 0.5 0.8 0.7 -1.26
H -0.533383 -2.677359 0.219152 -0.1 0.2 -0.2 0.50
H 0.057588 -3.773627 1.476244 -0.3 -0.3 -0.2 0.36
H -0.344649 -2.149694 1.939638 -0.2 0.3 -0.1 0.14
H 2.188426 -2.890746 -1.153333 0.1 -0.5 -0.1 0.34
H 2.133960 -1.930967 3.157570 -0.4 0.1 -0.1 -0.99
H 1.549380 -4.696743 2.766113 -0.2 -0.2 0.2 0.43
H 3.194665 -5.046024 4.479759 0.4 0.2 0.2 0.30
H 3.807756 -2.346954 4.749260 0.2 0.1 0.4 -0.39
H 4.520825 -1.584094 2.516427 -0.3 0.3 -0.1 0.45
H 4.641827 -3.206887 1.932123 -0.2 -0.3 -0.2 0.37
C 0.170260 1.025836 3.791998 -0.1 0.2 0.2 -0.02
C 0.611165 0.723203 2.580363 0.0 0.0 0.1 -0.13
C 0.071662 1.377223 1.363992 0.2 -0.2 0.0 0.07
O 0.504513 1.051631 0.280442 -0.2 0.2 -0.2 -0.55
C -0.977287 2.407749 1.547058 0.0 0.0 0.0 -0.49
C -1.427780 2.716639 2.762691 0.0 -0.1 -0.1 -0.36
C -0.892580 2.046578 3.979534 -0.1 0.0 -0.1 -0.21
O -1.297861 2.328281 5.086681 0.0 0.0 0.0 -0.59
H 0.556720 0.553650 4.684710 0.0 0.0 0.0 0.80
H 1.386994 -0.012305 2.416858 0.0 0.1 -0.1 0.54
H -1.352774 2.881447 0.649163 0.0 0.0 0.0 0.48
H -2.194545 3.463047 2.923193 0.0 0.0 0.0 0.44
C 2.608550 -4.969338 -3.721044 0.0 0.0 0.0 -0.41
C 3.195597 -5.548095 -4.764190 0.0 0.0 0.1 -0.38
C 2.976052 -5.045111 -6.146769 0.0 0.0 -0.1 0.27
O 3.510592 -5.575188 -7.093842 0.0 0.0 0.0 -0.53
C 2.080731 -3.873615 -6.314555 0.0 0.0 0.0 -0.39
C 1.491921 -3.291853 -5.271282 0.0 0.2 0.1 -0.27
C 1.715461 -3.800156 -3.899712 0.0 0.0 -0.1 0.43
O 1.175064 -3.273214 -2.939849 0.1 0.1 0.1 -0.63
H 2.750796 -5.319056 -2.705513 0.0 0.0 0.0 0.45
H 3.851998 -6.402838 -4.662008 0.0 0.0 0.0 0.42
H 1.935997 -3.522374 -7.328523 0.0 0.0 0.0 0.46
H 0.827165 -2.430685 -5.382120 0.3 -0.4 0.1 0.67
C -2.215781 -3.110544 -4.890133 0.0 0.0 0.0 -0.16
C -3.460985 -3.466295 -4.587860 0.1 0.0 0.0 -0.61
C -4.628564 -2.804667 -5.226872 -0.1 0.0 0.0 0.16
O -5.761676 -3.125277 -4.945876 0.0 0.0 0.0 -0.55
C -4.349833 -1.738310 -6.218717 0.1 0.0 0.0 -0.43
C -3.105709 -1.377437 -6.519460 0.1 0.1 0.0 -0.31
C -1.944410 -2.036931 -5.879124 0.0 0.0 0.0 0.59
O -0.805698 -1.707248 -6.153125 -0.4 0.2 -0.1 -0.63
H -1.353525 -3.577889 -4.431361 0.0 0.0 0.0 0.33
H -3.684591 -4.243968 -3.868729 0.0 0.0 0.0 0.45
H -5.209004 -1.267725 -6.679175 0.0 -0.1 0.0 0.65
H -2.898211 -0.584818 -7.231614 0.0 -0.2 0.1 0.51
C -1.605194 1.544767 -9.858026 0.0 0.0 0.0 -0.39
C -0.779518 2.494521 -10.287504 0.0 0.0 0.0 -0.44
C -0.854108 3.878857 -9.752572 0.0 0.0 0.0 0.26
O -0.103166 4.743211 -10.144025 0.0 0.0 0.0 -0.53
C -1.884129 4.160151 -8.720329 0.0 0.0 0.0 -0.38
C -2.709838 3.209747 -8.291485 -0.1 0.0 0.0 -0.24
C -2.630996 1.830065 -8.828316 0.0 0.1 0.0 0.64
O -3.383561 0.956052 -8.434910 0.0 0.2 -0.1 -0.61
H -1.569173 0.530060 -10.233883 0.0 0.0 0.0 0.43
H -0.022077 2.309627 -11.038251 0.0 0.0 0.0 0.42
H -1.921714 5.173736 -8.342502 0.0 0.0 0.0 0.46
H -3.466048 3.398718 -7.538224 0.0 0.0 0.0 0.32
C -1.886312 -3.605410 6.969726 0.0 0.0 -0.1 -0.38
C -1.598991 -3.157560 5.750654 0.0 0.0 0.0 -0.54
C -0.366450 -2.377873 5.490126 -0.2 0.1 0.2 0.15
O -0.116618 -1.959570 4.372967 0.3 -0.2 -0.1 -0.30
C 0.542097 -2.111672 6.633697 0.1 0.0 0.0 0.20
C 0.250558 -2.556746 7.854298 0.1 0.0 -0.1 -0.50
C -0.983970 -3.340209 8.119440 -0.1 0.0 0.1 0.19
O -1.242354 -3.747314 9.227776 0.0 0.0 0.0 -0.52
H -2.781240 -4.175583 7.183411 0.0 0.0 0.0 0.44
H -2.245170 -3.335437 4.900201 0.0 0.0 0.0 0.46
H 1.443261 -1.537847 6.426295 -0.3 -0.1 0.0 0.43
H 0.892577 -2.374050 8.706984 0.0 0.0 0.0 0.49
C 4.919319 -0.438339 6.794109 -0.1 0.0 -0.1 -0.29
C 5.928944 0.206282 7.372281 0.0 -0.1 0.0 -0.56
C 5.999575 1.693458 7.359508 0.0 0.0 0.0 0.07
O 6.917137 2.276982 7.882268 0.0 0.0 0.0 -0.49
C 4.898954 2.425385 6.680111 -0.1 0.0 0.0 -0.20
C 3.891868 1.773705 6.103554 0.0 0.0 0.0 -0.39
C 3.826353 0.296633 6.115317 0.1 0.2 0.1 0.24
O 2.895551 -0.291708 5.582922 0.3 -0.1 -0.1 -0.33
H 4.848215 -1.519913 6.798114 0.0 0.0 0.0 0.42
H 6.737136 -0.309366 7.875281 0.0 0.0 0.0 0.46
H 4.966785 3.506222 6.683619 0.0 0.0 0.0 0.55
H 3.079023 2.284849 5.602992 0.0 0.0 0.0 0.43
C 0.501654 7.689838 4.105735 0.1 0.0 0.0 -0.43
C 1.526002 7.951180 4.914221 -0.1 0.0 0.0 -0.44
C 2.405687 6.867058 5.417236 0.0 0.1 0.0 0.34
O 3.338874 7.096456 6.154261 0.0 0.0 0.0 -0.53
C 2.098787 5.481753 4.982358 0.0 0.0 0.0 -0.44
C 1.076513 5.219898 4.175530 0.0 0.0 0.0 -0.03
C 0.195959 6.304265 3.671474 0.0 0.0 0.0 0.30
O -0.734611 6.063749 2.933442 0.0 -0.1 0.0 -0.53
H -0.152150 8.465297 3.728139 0.0 0.0 0.0 0.42
H 1.766063 8.954349 5.241812 0.0 0.0 0.0 0.42
H 2.753498 4.707071 5.360822 0.0 0.0 0.0 0.51
H 0.839551 4.215105 3.850338 0.0 0.0 0.0 0.41
C -6.332215 1.111320 -5.058916 0.0 0.0 -0.1 -0.31
C -5.438987 1.978417 -5.523908 0.1 -0.1 0.0 0.21
C -5.433722 3.391318 -5.079446 0.0 0.0 0.0 0.50
O -4.617166 4.179909 -5.510097 0.0 0.0 0.0 -0.54
C -6.464283 3.802895 -4.093914 0.0 0.0 0.0 -0.45
C -7.360428 2.935204 -3.628947 0.1 0.1 0.0 -0.47
C -7.366675 1.516566 -4.074405 0.0 0.0 0.0 0.12
O -8.179013 0.726336 -3.650208 0.0 0.0 0.0 -0.53
H -6.350165 0.079740 -5.383197 -0.1 0.0 0.1 0.36
H -4.681771 1.694670 -6.246712 0.0 0.0 0.0 0.29
H -6.443636 4.839439 -3.782302 0.0 0.0 0.0 0.42
H -8.121006 3.215549 -2.911572 0.0 0.0 0.0 0.41
```
Positions in Å, forces in eV/Å.

## Properties
HOMO-LUMO gap (eV): 6.98
Charge: +1
HOMO level (eV): -11.23



The following is a quantum chemistry calculation of C53H42FeN10OPS as an isolated structure, from OMol25.

```
109
Properties=species:S:1:pos:R:3:forces:R:3:mulliken_charge:R:1
Fe 0.559178 0.784489 0.213147 -0.2 0.1 -0.2 -0.97
N -0.652211 3.606156 3.272490 0.0 0.0 0.0 0.51
C 0.300681 3.177343 2.441208 0.1 0.0 0.0 -1.35
N -0.166396 2.167429 1.741682 -0.3 -0.2 -0.1 1.29
C -1.443830 2.030975 2.189969 0.0 0.0 -0.1 0.38
N -1.782023 2.884038 3.128635 0.1 0.1 -0.1 -0.97
C -2.344548 1.059944 1.566874 0.1 0.1 0.0 -0.75
C -3.538818 0.661314 2.143752 0.0 0.0 0.0 -0.36
N -4.350969 -0.194368 1.530924 0.0 0.0 0.0 -0.57
C -3.947488 -0.647320 0.353049 0.0 0.1 -0.1 -0.92
C -2.738486 -0.262506 -0.218608 -0.2 0.2 0.0 -0.42
N -1.931127 0.598753 0.383994 -0.3 -0.1 0.1 1.29
H -0.615332 4.368954 3.926318 0.0 0.0 0.0 0.21
H 1.297599 3.582205 2.386240 0.0 0.0 0.0 0.46
H -3.832720 1.042273 3.113643 0.0 0.0 0.0 0.55
H -4.590581 -1.350562 -0.161315 0.0 0.0 0.0 0.48
H -2.427328 -0.653584 -1.177394 0.0 0.0 0.0 0.30
O 3.762190 -0.302509 -1.042549 -0.1 0.1 0.0 -0.66
N 2.612171 0.412079 -1.457432 0.2 -0.2 -0.3 1.25
C 2.922090 1.074565 -2.619412 -0.1 0.0 0.1 -1.59
C 2.267946 2.151639 -3.250909 0.1 0.0 0.0 1.83
C 2.916317 2.603682 -4.440659 0.0 0.0 0.0 -1.20
C 2.454985 3.660414 -5.174247 0.0 0.0 0.0 -0.62
C 1.301425 4.344431 -4.768256 0.0 0.0 0.0 -0.99
C 0.651202 3.929511 -3.627181 0.0 0.0 0.0 -0.58
C 1.102948 2.859112 -2.847370 0.0 -0.2 0.1 0.82
P 0.018299 2.347117 -1.474729 0.1 0.1 0.0 2.25
C -0.445896 3.952133 -0.724369 0.1 0.0 0.0 -0.03
C 0.540765 4.931374 -0.594826 0.0 0.0 0.0 -0.96
C 0.290924 6.101861 0.104480 0.0 0.0 0.0 -0.87
C -0.949560 6.312900 0.693344 0.0 0.0 0.0 -0.78
C -1.930754 5.338438 0.588872 0.0 0.0 0.0 -1.14
C -1.677232 4.165199 -0.109879 0.0 0.0 0.1 -0.03
C -1.418254 1.838753 -2.507186 0.0 0.0 0.1 1.00
C -2.522086 2.635976 -2.790293 -0.1 0.0 0.0 -0.57
C -3.506347 2.193213 -3.666093 0.0 0.0 0.0 -0.93
C -3.390409 0.958985 -4.285768 0.0 0.0 0.0 -0.82
C -2.275380 0.170812 -4.032517 0.0 0.0 0.0 -0.32
C -1.298994 0.607031 -3.151709 0.0 0.0 0.0 -0.87
H 3.879288 0.025151 -0.132212 0.0 0.0 0.0 0.39
H 3.885117 0.782958 -3.017714 0.0 0.0 0.0 0.31
H 3.809750 2.079719 -4.756947 0.0 0.0 0.0 0.42
H 2.983906 3.966479 -6.067847 0.0 0.0 0.0 0.41
H 0.919733 5.177964 -5.342112 0.0 0.0 0.0 0.43
H -0.248458 4.453437 -3.325266 0.0 0.0 0.0 0.34
H 1.511504 4.777684 -1.050315 0.0 0.0 0.0 0.50
H 1.065717 6.853926 0.183780 0.0 0.0 0.0 0.43
H -1.149751 7.232558 1.228481 0.0 0.0 0.0 0.42
H -2.896969 5.483619 1.055384 0.0 0.0 0.0 0.45
H -2.448619 3.406388 -0.159258 0.0 0.0 0.0 0.59
H -2.627479 3.615021 -2.344330 0.0 0.0 0.0 0.47
H -4.361285 2.825540 -3.869635 0.0 0.0 0.0 0.44
H -4.154942 0.619646 -4.972605 0.0 0.0 0.0 0.42
H -2.162068 -0.787245 -4.525499 0.0 0.0 0.0 0.42
H -0.428635 -0.008353 -2.959405 0.0 0.0 0.0 0.33
S 2.751139 1.306530 1.478846 0.1 0.1 -0.2 -0.60
C 2.325873 0.227898 2.708839 0.0 0.0 0.3 1.11
N 3.136245 0.251566 3.849508 0.0 0.0 -0.2 -1.21
N 2.612713 -0.272536 4.943613 -0.1 -0.1 0.0 0.33
C 1.284978 -0.242530 5.392599 0.1 0.0 0.1 0.78
C 0.355909 0.659428 4.881093 -0.1 0.2 0.2 -0.55
C -0.945651 0.641358 5.355499 0.0 0.1 0.1 -0.21
C -1.327794 -0.254205 6.346149 0.0 0.0 0.0 -1.00
C -0.388761 -1.131742 6.872645 -0.1 0.0 0.0 -0.63
C 0.913185 -1.127379 6.401361 0.0 0.0 0.0 -0.59
N 1.329540 -0.641752 2.700900 0.2 -0.1 -0.4 -1.05
N 0.551541 -0.687804 1.624632 -0.1 0.0 0.2 2.07
C -0.466788 -1.649316 1.829871 0.1 0.1 -0.1 -0.18
C -0.909145 -1.979551 3.116430 0.0 -0.1 0.1 -0.10
C -1.913215 -2.916235 3.285944 0.0 0.0 0.0 -0.75
C -2.486307 -3.551226 2.188898 0.0 0.0 0.0 -0.95
C -2.052165 -3.221335 0.914288 0.1 -0.1 0.0 -0.96
C -1.063588 -2.266113 0.733736 0.1 -0.3 0.1 0.28
H 3.303097 -0.588818 5.606982 0.0 0.1 0.0 0.26
H 0.659653 1.364616 4.120333 0.0 -0.1 0.1 0.93
H -1.669000 1.334718 4.944194 0.0 -0.1 0.1 0.53
H -2.347690 -0.266125 6.706445 0.0 0.0 0.0 0.45
H -0.671640 -1.831551 7.648141 0.0 0.0 0.0 0.38
H 1.640419 -1.828622 6.793469 0.0 0.0 0.0 0.42
H -0.456957 -1.497172 3.972236 -0.1 -0.2 -0.2 0.05
H -2.249344 -3.154995 4.287546 0.0 0.0 0.0 0.47
H -3.261486 -4.293463 2.329774 0.0 0.0 0.0 0.44
H -2.481790 -3.709043 0.046662 0.0 0.0 0.0 0.60
H -0.731062 -2.011821 -0.258936 0.2 0.0 -0.1 -0.05
C 1.371108 -0.369707 -1.247434 0.4 0.4 0.4 -0.13
C 1.438394 -1.622415 -1.576354 -0.2 0.0 -0.1 -0.84
C 1.523933 -2.922464 -1.771385 -0.2 0.0 0.0 0.67
C 1.071465 -3.548087 -3.042432 0.0 0.0 0.0 0.02
C 0.051538 -2.969380 -3.797507 0.0 0.0 0.0 0.41
C -0.350681 -3.525663 -5.000062 0.0 0.0 0.0 -0.63
C 0.257402 -4.681569 -5.472411 0.0 0.0 0.0 -0.53
C 1.269017 -5.269714 -4.727579 0.0 0.0 0.0 -0.83
C 1.671075 -4.710733 -3.523070 0.0 0.0 0.0 -0.25
C 2.009908 -3.774381 -0.648683 -0.1 0.0 0.0 0.51
C 1.384618 -4.988203 -0.364388 0.0 0.0 0.0 -0.11
C 1.755739 -5.731030 0.744932 0.0 0.0 0.0 -0.92
C 2.759252 -5.272001 1.587727 0.0 0.0 0.0 -0.49
C 3.387613 -4.066751 1.310433 0.0 0.0 0.0 -0.75
C 3.018657 -3.324041 0.199048 0.0 0.0 0.0 -0.29
H -0.429498 -2.074491 -3.422607 0.0 0.0 0.0 -0.30
H -1.145809 -3.060611 -5.570414 0.0 0.0 0.0 0.40
H -0.056241 -5.119830 -6.410943 0.0 0.0 0.0 0.41
H 1.753148 -6.169200 -5.086567 0.0 0.0 0.0 0.39
H 2.466394 -5.173712 -2.953075 0.0 0.0 0.0 0.48
H 0.585777 -5.341147 -1.005345 0.0 0.0 0.0 0.54
H 1.251137 -6.664923 0.958905 0.0 0.0 0.0 0.39
H 3.047500 -5.851385 2.455685 0.0 0.0 0.0 0.40
H 4.168590 -3.697403 1.963518 0.0 0.0 0.0 0.43
H 3.499250 -2.380682 -0.022065 0.0 0.0 0.0 0.59
```
Positions in Å, forces in eV/Å.

## Properties
<S²>: 8.845
2S+1: 6
HOMO-LUMO gap (spin up / spin down) (eV): 5.87 / 5.98
Charge: 0
HOMO level (spin up / spin down) (eV): -6.11 / -7.34



Number 1: F_max 1.8 eV/A, E_tot -113735.5483 eV. Number 2: F_max 0.7 eV/A, E_tot -127096.5162 eV.